This record from the Open Molecules 2025 dataset describes a molecular structure, CH4NO at a distorted geometry. The level of theory is wB97M-V/def2-TZVPD.

Values from the calculation:
HOMO (spin up / spin down) (eV): -18.5 / -18.3
Relative energy (zero: lowest compared OMol25 entry of this formula, charge and spin) (kJ/mol): 740.2

Geometry as ORCA input:
```
! RIJCOSX wB97M-V def2-TZVPD def2/J DEFGRID3
* xyz 1 1
C -0.86253 0.14508 -0.09984
N 1.89583 0.26489 0.02436
O 0.26855 -0.51583 -0.09717
H -1.06904 0.16616 1.12642
H -1.09361 1.23390 -0.38799
H -1.59110 -0.58617 -0.55128
H 2.45191 -0.70802 -0.01451
*
```


This record from the Open Molecules 2025 dataset describes 2 unconnected molecules or ions with the total composition CH4NO2 at a distorted geometry. The level of theory is wB97M-V/def2-TZVPD.

Values from the calculation:
HOMO (eV): -0.7
Relative energy (zero: lowest compared OMol25 entry of this formula, charge and spin) (kJ/mol): 548.1

Geometry as ORCA input:
```
! RIJCOSX wB97M-V def2-TZVPD def2/J DEFGRID3
* xyz -1 1
C 2.24891 0.08326 -0.23478
N -1.87286 -0.49846 0.72672
O -2.94956 -0.14785 -0.14537
O 3.09210 -0.27271 0.58827
H 2.44308 0.90642 -1.04843
H 1.29311 -0.39564 -0.34491
H -0.96808 -0.38729 0.17033
H -3.28670 0.71227 0.28818
*
```


This record from the Open Molecules 2025 dataset describes 2 unconnected molecules or ions with the total composition CH4NO2 at a distorted geometry. The level of theory is wB97M-V/def2-TZVPD.

Values from the calculation:
HOMO (spin up / spin down) (eV): -1.5 / -1.5
Relative energy (zero: lowest compared OMol25 entry of this formula, charge and spin) (kJ/mol): 519.9

Geometry as ORCA input:
```
! RIJCOSX wB97M-V def2-TZVPD def2/J DEFGRID3
* xyz -1 1
C 0.48713 1.05637 -0.36183
N 0.28444 -1.34751 0.40396
O -1.07835 -1.34487 0.12023
O -0.79204 1.00498 -0.55040
H 1.22877 1.00057 -1.30277
H 0.93823 1.60804 0.53053
H 0.36411 -1.52393 1.46270
H -1.43230 -0.45365 -0.30243
*
```


This record from the Open Molecules 2025 dataset describes 2 unconnected molecules or ions with the total composition CH4NO2P at a distorted geometry. The level of theory is wB97M-V/def2-TZVPD.

Values from the calculation:
HOMO (spin up / spin down) (eV): -7.3 / -9.9
⟨S²⟩: 2.010
Relative energy (zero: lowest compared OMol25 entry of this formula, charge and spin) (kJ/mol): 361.3

Geometry as ORCA input:
```
! RIJCOSX wB97M-V def2-TZVPD def2/J DEFGRID3
* xyz 0 3
C 0.08270 -0.17017 -0.73845
N 2.17463 0.41510 0.14729
O 2.01318 0.70841 1.29051
O 3.12597 0.33471 -0.55668
P -0.87756 -0.02388 0.71901
H -0.00275 0.61310 -1.47648
H 0.29209 -1.15260 -1.13288
H -0.36159 1.16806 1.20876
H -0.14521 -0.86484 1.54961
*
```


This record from the Open Molecules 2025 dataset describes 2 unconnected molecules or ions with the total composition CH4NO2S at a distorted geometry. The level of theory is wB97M-V/def2-TZVPD.

Values from the calculation:
HOMO (eV): -14.9
Relative energy (zero: lowest compared OMol25 entry of this formula, charge and spin) (kJ/mol): 98.0

Geometry as ORCA input:
```
! RIJCOSX wB97M-V def2-TZVPD def2/J DEFGRID3
* xyz 1 1
C -1.53653 0.57047 -0.08198
N 0.12546 -0.64968 0.05045
O -2.13315 0.01456 -1.09760
O -1.11811 1.72972 0.29446
S -2.70715 -0.57186 0.46830
H 0.52054 -0.41811 -0.77747
H -0.03599 -1.65567 0.08785
H 0.80542 -0.50786 0.89712
H -0.66414 2.23326 -0.31800
*
```


This record from the Open Molecules 2025 dataset describes a molecular structure, CH4NO2Si at a distorted geometry. The level of theory is wB97M-V/def2-TZVPD.

Values from the calculation:
HOMO (eV): -3.8
Relative energy (zero: lowest compared OMol25 entry of this formula, charge and spin) (kJ/mol): 183.2

Geometry as ORCA input:
```
! RIJCOSX wB97M-V def2-TZVPD def2/J DEFGRID3
* xyz -1 1
C 1.97707 -0.01968 0.08625
N -1.72360 1.16533 -0.07084
O 2.44560 -1.16016 0.14041
O 2.42160 1.12516 0.10206
Si -0.03966 -0.40505 0.03980
H -2.10764 0.81045 0.76720
H -2.42285 0.87107 -0.75409
H 0.08115 -0.89875 -1.39538
H -0.63167 -1.48835 1.08459
*
```


This record from the Open Molecules 2025 dataset describes 2 unconnected molecules or ions with the total composition CH4NO3 at a distorted geometry. The level of theory is wB97M-V/def2-TZVPD.

Values from the calculation:
HOMO (spin up / spin down) (eV): -11.3 / -11.3
⟨S²⟩: 0.756
Relative energy (zero: lowest compared OMol25 entry of this formula, charge and spin) (kJ/mol): 23.9

Geometry as ORCA input:
```
! RIJCOSX wB97M-V def2-TZVPD def2/J DEFGRID3
* xyz 0 2
N 1.42901 -1.27040 -0.05528
C 0.94103 0.07298 0.01073
O -0.25629 0.18519 0.50164
O 1.64984 1.02509 -0.18282
H 0.83784 -1.82719 0.54865
H 2.41385 -1.19772 0.16531
H -2.94821 0.13788 -1.17800
H -2.27983 0.44661 0.14069
O -3.11039 0.12147 -0.23314
*
```


This record from the Open Molecules 2025 dataset describes 2 unconnected molecules or ions with the total composition CH4NO3 at a distorted geometry. The level of theory is wB97M-V/def2-TZVPD.

Values from the calculation:
HOMO (spin up / spin down) (eV): -17.9 / -17.4
Relative energy (zero: lowest compared OMol25 entry of this formula, charge and spin) (kJ/mol): 619.0

Geometry as ORCA input:
```
! RIJCOSX wB97M-V def2-TZVPD def2/J DEFGRID3
* xyz 1 1
C 0.50151 0.71784 -0.24356
N 0.36855 -0.52524 0.61092
O 1.20200 -0.95734 1.29739
O -1.46328 -2.68470 1.07618
O -0.75190 -0.89484 0.28814
H -0.39704 1.19814 -0.34363
H 0.87140 0.26882 -1.26797
H 1.13803 1.47577 0.41842
H -2.45874 -2.54731 1.16562
*
```


This record from the Open Molecules 2025 dataset describes CH4NO3P in the gas phase at a distorted geometry. The level of theory is wB97M-V/def2-TZVPD.

Values from the calculation:
HOMO (eV): -9.1
Relative energy (zero: lowest compared OMol25 entry of this formula, charge and spin) (kJ/mol): 70.3
SMILES string: O=CNP(O)O

Geometry as ORCA input:
```
! RIJCOSX wB97M-V def2-TZVPD def2/J DEFGRID3
* xyz 0 1
O -1.39770 0.13874 0.51032
C -0.72433 -0.80852 0.10004
N 0.33644 -0.63402 -0.60305
P 0.88102 1.03958 -0.58943
O 0.65323 1.55706 0.95008
O -0.15810 1.68077 -1.66459
H -1.17024 -1.81199 -0.04213
H 0.69169 -1.45696 -1.12058
H -0.27256 1.84160 1.12487
H -0.98432 1.23140 -1.86142
*
```


This record from the Open Molecules 2025 dataset describes CH4NO3P in the gas phase at a distorted geometry. The level of theory is wB97M-V/def2-TZVPD.

Values from the calculation:
HOMO (eV): -8.8
Relative energy (zero: lowest compared OMol25 entry of this formula, charge and spin) (kJ/mol): 528.8
SMILES string: ON1CP(O)O1

Geometry as ORCA input:
```
! RIJCOSX wB97M-V def2-TZVPD def2/J DEFGRID3
* xyz 0 1
O -1.54027 -1.47223 -0.34815
N -0.16490 -1.12070 -0.45138
C 0.01400 0.27812 -0.81716
P 1.35264 0.66702 0.45050
O 0.82865 1.73865 1.52882
O 0.36613 -0.99359 0.88851
H -1.65193 -2.38198 -0.57122
H 0.26447 0.44770 -1.87746
H -0.96206 0.73612 -0.92377
H 1.49327 2.10089 2.12131
*
```


This record from the Open Molecules 2025 dataset describes a molecular structure, CH4NO3P at a distorted geometry. The level of theory is wB97M-V/def2-TZVPD.

Values from the calculation:
HOMO (spin up / spin down) (eV): -9.4 / -9.3
Relative energy (zero: lowest compared OMol25 entry of this formula, charge and spin) (kJ/mol): 547.2

Geometry as ORCA input:
```
! RIJCOSX wB97M-V def2-TZVPD def2/J DEFGRID3
* xyz 0 1
C 1.58745 0.21181 -0.55311
N -0.96790 -0.51096 1.33514
O -2.34377 0.63293 -1.49610
O 0.63381 -0.86669 -0.89837
O 0.62945 1.12287 0.06830
P -0.55122 0.01442 -0.23526
H 2.15394 -0.25389 0.26633
H 2.02163 0.50572 -1.49843
H -1.71415 -1.18119 1.24641
H -1.44923 0.32499 1.76509
*
```


This record from the Open Molecules 2025 dataset describes 3 unconnected molecules or ions with the total composition CH4NO3P at a distorted geometry. The level of theory is wB97M-V/def2-TZVPD.

Values from the calculation:
HOMO (spin up / spin down) (eV): -6.5 / -11.3
⟨S²⟩: 2.008
Relative energy (zero: lowest compared OMol25 entry of this formula, charge and spin) (kJ/mol): 134.2

Geometry as ORCA input:
```
! RIJCOSX wB97M-V def2-TZVPD def2/J DEFGRID3
* xyz 0 3
C -1.18645 -0.20662 -0.18350
N -1.07957 -0.99775 -1.08351
O 0.23968 -1.02354 2.28533
O -1.72240 -0.21734 3.45636
O -1.32069 0.59088 0.66506
P -0.24463 0.19593 2.84930
H 0.87103 1.61486 -1.02097
H -1.18808 -1.96925 -1.07713
H -1.68613 -1.07429 3.93408
H 0.87504 2.36646 -0.98310
*
```


This record from the Open Molecules 2025 dataset describes CH4NOP in the gas phase at a distorted geometry. The level of theory is wB97M-V/def2-TZVPD.

Values from the calculation:
HOMO (eV): -9.0
Relative energy (zero: lowest compared OMol25 entry of this formula, charge and spin) (kJ/mol): 413.5
SMILES string: O=NCP

Geometry as ORCA input:
```
! RIJCOSX wB97M-V def2-TZVPD def2/J DEFGRID3
* xyz 0 1
O -1.93321 0.64474 0.24762
N -1.10936 0.07088 -0.47124
C -0.29430 -0.86255 0.11632
P 1.57333 0.44639 0.01416
H 0.05288 -1.63778 -0.55467
H -0.42519 -1.14213 1.16133
H 0.95739 1.50251 0.70365
H 1.17847 0.97794 -1.21718
*
```


This record from the Open Molecules 2025 dataset describes CH4NOP in the gas phase at a distorted geometry. The level of theory is wB97M-V/def2-TZVPD.

Values from the calculation:
HOMO (spin up / spin down) (eV): -4.5 / -10.0
⟨S²⟩: 2.009
Relative energy (zero: lowest compared OMol25 entry of this formula, charge and spin) (kJ/mol): 211.7

Geometry as ORCA input:
```
! RIJCOSX wB97M-V def2-TZVPD def2/J DEFGRID3
* xyz 0 3
C -1.15604 -0.00254 -0.53398
N 1.39108 -0.30189 0.51957
O -0.95547 1.16419 0.31545
P -0.34756 -0.23412 0.98578
H -2.24610 -0.28080 -0.69118
H -0.66420 0.06625 -1.52013
H 2.09093 -0.55809 1.23746
H 1.88735 0.14701 -0.31297
*
```


This record from the Open Molecules 2025 dataset describes 2 unconnected molecules or ions with the total composition CH4NS at a distorted geometry. The level of theory is wB97M-V/def2-TZVPD.

Values from the calculation:
HOMO (eV): -2.7
Relative energy (zero: lowest compared OMol25 entry of this formula, charge and spin) (kJ/mol): 119.6

Geometry as ORCA input:
```
! RIJCOSX wB97M-V def2-TZVPD def2/J DEFGRID3
* xyz -1 1
S 1.45573 1.21525 -1.79816
H 2.46408 1.42497 -0.93443
C -0.97317 -0.23219 0.32834
N -1.00902 -0.98962 1.36158
H -1.72872 -0.20637 -0.46596
H -0.05334 0.32929 0.10916
H -0.15554 -1.54133 1.39947
*
```


This record from the Open Molecules 2025 dataset describes 2 unconnected molecules or ions with the total composition CH4O at a distorted geometry. The level of theory is wB97M-V/def2-TZVPD.

Values from the calculation:
HOMO (spin up / spin down) (eV): -10.6 / -10.1
Relative energy (zero: lowest compared OMol25 entry of this formula, charge and spin) (kJ/mol): 449.7

Geometry as ORCA input:
```
! RIJCOSX wB97M-V def2-TZVPD def2/J DEFGRID3
* xyz 0 1
C -0.24107 -0.36672 -0.01823
O 0.90004 0.21106 -0.40019
H -0.23060 -1.20701 0.57154
H -0.89525 -0.71209 -0.98793
H -0.95174 0.40750 0.26654
H 1.41861 1.66727 0.56828
*
```


This record from the Open Molecules 2025 dataset describes CH4O in the gas phase. The level of theory is wB97M-V/def2-TZVPD.

Values from the calculation:
HOMO (eV): -10.4
Relative energy (zero: lowest compared OMol25 entry of this formula, charge and spin) (kJ/mol): 1.7
SMILES string: CO

Geometry as ORCA input:
```
! RIJCOSX wB97M-V def2-TZVPD def2/J DEFGRID3
* xyz 0 1
C -0.63964 -0.03293 -0.11141
O 0.73305 0.13010 0.18859
H -0.91289 0.44395 -1.05454
H -0.94550 -1.08228 -0.10663
H -1.21642 0.48585 0.64756
H 1.24468 -0.59039 -0.19779
*
```


This record from the Open Molecules 2025 dataset describes 2 unconnected molecules or ions with the total composition CH4O2P2 at a distorted geometry. The level of theory is wB97M-V/def2-TZVPD.

Values from the calculation:
HOMO (spin up / spin down) (eV): -9.3 / -9.3
Relative energy (zero: lowest compared OMol25 entry of this formula, charge and spin) (kJ/mol): 254.0

Geometry as ORCA input:
```
! RIJCOSX wB97M-V def2-TZVPD def2/J DEFGRID3
* xyz 0 1
C -1.41799 0.21375 -0.25173
O 3.49275 0.98605 -0.07963
O 1.54827 -0.39172 0.12062
P 2.29630 0.82657 0.72453
P -0.76046 -0.86806 1.05551
H -1.62911 -0.37483 -1.16498
H -2.31512 0.73202 -0.16603
H -0.70774 0.96680 -0.70176
H -0.50691 -2.09059 0.46346
*
```


This record from the Open Molecules 2025 dataset describes 2 unconnected molecules or ions with the total composition CH4O2PS at a distorted geometry. The level of theory is wB97M-V/def2-TZVPD.

Values from the calculation:
HOMO (eV): -3.6
Relative energy (zero: lowest compared OMol25 entry of this formula, charge and spin) (kJ/mol): 274.1

Geometry as ORCA input:
```
! RIJCOSX wB97M-V def2-TZVPD def2/J DEFGRID3
* xyz -1 1
C 1.46416 -1.50900 -0.22359
O -0.80401 -0.34252 -1.18089
O -2.01104 2.79506 0.31385
P -0.39852 -1.62240 -0.64081
S 0.50604 -1.24871 1.31934
H 2.07421 -0.73021 -0.41656
H 2.11521 -2.49027 -0.21806
H -1.51824 1.97275 0.07243
H -1.42781 3.17530 0.97429
*
```


This record from the Open Molecules 2025 dataset describes CH4O2S in the gas phase at a distorted geometry. The level of theory is wB97M-V/def2-TZVPD.

Values from the calculation:
HOMO (eV): -9.2
Relative energy (zero: lowest compared OMol25 entry of this formula, charge and spin) (kJ/mol): 327.5
SMILES string: CSOO

Geometry as ORCA input:
```
! RIJCOSX wB97M-V def2-TZVPD def2/J DEFGRID3
* xyz 0 1
C -1.30738 0.21816 -0.06549
S 0.24882 1.12076 0.19138
O 1.31507 0.14818 -0.53306
O 1.81336 -0.94343 0.28706
H -2.09020 0.82536 0.37533
H -1.24186 -0.74046 0.43961
H -1.47815 0.08535 -1.12876
H 2.74035 -0.71394 0.43392
*
```